# 1
C3H7N4OP as an isolated structure, computed with the ωB97M-V functional and the def2-TZVPD basis.

```
16
Properties=species:S:1:pos:R:3:forces:R:3:nbo_charge:R:1
C 0.855443 0.011616 -0.141415 -1.32 -0.35 0.40 -0.30
C 1.160803 0.643137 1.058669 1.98 0.83 -0.77 -0.03
C 1.816796 -0.991244 -0.239205 -0.13 -1.03 -1.94 -0.06
N 2.353658 0.054013 1.459024 -1.06 2.03 1.19 -0.33
N 2.739334 -0.926601 0.664203 0.98 -0.51 1.43 -0.25
N -2.295495 1.153095 -1.266497 -0.68 1.42 -2.72 -1.22
N -2.013311 -1.416765 -0.921438 -0.37 2.13 -0.88 -1.24
O -1.629880 0.495056 1.014945 -0.20 0.18 0.98 -1.06
P -1.876618 0.013987 -0.333167 -0.68 -3.52 3.54 2.24
H -0.096800 -0.016481 -0.765720 2.75 0.45 0.44 0.15
H 0.965181 1.670416 1.399777 -0.55 -1.02 0.25 0.23
H 1.912089 -1.793103 -0.954832 -0.23 0.15 -0.25 0.21
H -2.544112 0.739293 -2.147199 -0.53 1.03 -0.77 0.43
H -2.576343 2.047375 -0.906634 -0.08 0.08 -0.42 0.45
H 2.865259 0.336177 2.317705 -0.40 -0.60 -1.30 0.41
H -1.636001 -2.019967 -0.238223 0.52 -1.28 0.83 0.38
```
Forces are in eV/Å.

As for the total charge: 0.


# 2
C3H7N4S2 as an isolated structure, computed with the ωB97M-V functional and the def2-TZVPD basis.

```
16
Properties=species:S:1:pos:R:3:forces:R:3:nbo_charge:R:1
C -0.607147 0.204772 1.379836 -0.62 -0.74 1.20 -0.24
C 0.502884 0.950916 0.713622 -0.96 0.35 0.12 0.28
C -1.541021 -0.631508 0.482556 -3.52 0.05 1.83 -0.31
N 0.793657 2.061018 1.182585 0.39 1.16 0.65 -0.55
N -0.811025 -1.579290 -0.267211 -0.09 -1.62 0.98 -0.39
N 1.116501 0.311225 -0.358784 0.42 -1.84 -1.99 -0.47
N -0.057961 -0.866492 -1.111742 3.71 0.20 0.23 -0.29
S -0.688434 0.318347 2.995228 -0.42 -0.43 -0.97 0.32
S 1.780051 1.285912 -1.560222 -1.33 1.13 0.14 0.32
H -2.434402 -1.245020 1.021356 2.28 1.90 -0.83 0.28
H -2.020956 0.022605 -0.283756 -0.06 -0.11 0.72 0.21
H 1.530270 2.641071 0.796476 0.06 -0.27 -0.34 0.38
H -0.390183 -2.297518 0.379851 0.33 0.98 -1.53 0.42
H 0.746866 -1.403888 -1.497509 -1.17 0.40 -0.31 0.45
H -0.630992 -0.312930 -1.761192 0.34 -0.19 -0.15 0.44
H 2.711892 0.540779 -2.111094 0.64 -0.97 0.24 0.14
```
Forces are in eV/Å.

As for the total charge: +1.


# 3
One molecule with the formula C3H7N5, computed with the ωB97M-V functional and the def2-TZVPD basis.

```
15
Properties=species:S:1:pos:R:3:forces:R:3:nbo_charge:R:1
C 1.267715 -0.494532 1.654278 0.21 -0.20 -0.05 -0.63
N -1.367925 -0.888921 -1.006539 -1.33 -0.09 1.06 -0.46
N -1.105771 0.388758 1.282474 -1.94 -1.19 0.12 -0.45
C -0.683853 0.299088 -1.055228 2.37 -1.83 -0.74 0.55
C 0.034921 -0.341857 0.829447 0.47 2.35 0.04 0.34
N -0.210025 0.891349 -2.181749 -0.27 0.24 0.16 -0.81
N -0.312079 0.913957 0.186639 0.77 2.92 1.97 -0.35
N -0.015952 -1.088882 -0.384615 -0.37 -2.18 -2.37 -0.39
H -1.318507 -1.359138 -1.908258 0.17 0.06 0.19 0.37
H -0.912574 0.935901 2.121156 0.28 -0.02 -0.33 0.36
H -0.714076 0.855384 -3.056005 0.26 -0.01 0.28 0.40
H 0.576602 1.514555 -2.059584 -0.40 0.02 -0.23 0.41
H 2.156826 -0.386726 1.029866 -0.09 -0.07 -0.01 0.23
H 1.317699 0.253399 2.448299 -0.12 -0.06 -0.09 0.22
H 1.286997 -1.492334 2.099819 0.00 0.06 0.02 0.23
```
Forces are in eV/Å.

As for the total charge: 0.


The records above give, respectively, frontier orbital gap values of 9.98, 7.41, 8.67 eV.
The records above give, respectively, ΔE to the lowest compared entry with this formula, charge and spin values of 62.9, 111.8, 128.9 kcal per mole.
The records above give, respectively, electronic energy values of -754.09929, -1133.47601, -392.09358 a.u..